# C28H24N6O5PPmS

C28H24N6O5PPmS as an isolated structure in a non-equilibrium geometry (ωB97M-V/def2-TZVPD, the OMol25 dataset).

molar mass = 732.58 Da
expectation value of S² = 6.01
spin multiplicity = 5
gap between HOMO and LUMO (spin up / spin down) = 8.28 / 8.30 eV

Positions of all 66 atoms, in Å:
Pm (0.17270, 0.68260, 0.66350)
N (7.77860, -2.89160, 1.34260)
C (6.57050, -2.31790, 1.05080)
C (5.65370, -2.99170, 0.23370)
C (4.42280, -2.43910, -0.04950)
C (4.11210, -1.19190, 0.46290)
C (5.01570, -0.49040, 1.24130)
C (6.24340, -1.04340, 1.52990)
S (2.49430, -0.51520, 0.28260)
O (2.53230, 0.92690, 0.54280)
O (1.86590, -0.82480, -0.98260)
N (1.45370, -1.09860, 1.36890)
C (1.60330, -0.67340, 2.63480)
N (0.49300, -0.09470, 3.17380)
C (0.54270, 0.18760, 4.46810)
C (1.66770, -0.04840, 5.24120)
C (2.78320, -0.51920, 4.56420)
N (2.76040, -0.82910, 3.28280)
H (7.85160, -3.88350, 1.19890)
H (8.29250, -2.51860, 2.12190)
H (5.91920, -3.96150, -0.15840)
H (3.69760, -2.95840, -0.65530)
H (4.72390, 0.47740, 1.61430)
H (6.95310, -0.50710, 2.14180)
H (-0.35390, 0.60890, 4.90560)
H (1.68280, 0.15900, 6.29680)
H (3.73550, -0.66790, 5.05710)
O (1.83000, 3.85850, 0.62680)
N (1.02710, 2.98030, 0.67350)
O (0.68970, 2.47510, 1.76130)
O (0.44360, 2.57680, -0.34180)
N (-1.85760, 0.17140, -0.16520)
P (-2.79930, 0.48590, 1.01290)
C (-2.57050, -0.58790, 2.51640)
C (-1.87220, -1.76690, 2.25140)
C (-1.73480, -2.73470, 3.23290)
C (-2.28490, -2.52500, 4.48860)
C (-2.96610, -1.35010, 4.76310)
C (-3.11350, -0.38530, 3.78100)
C (-2.67200, 2.20850, 1.67000)
C (-3.22140, 3.21630, 0.88000)
C (-3.02050, 4.54620, 1.20090)
C (-2.28720, 4.87830, 2.32880)
C (-1.72840, 3.88360, 3.11420)
C (-1.89180, 2.54980, 2.77540)
C (-4.57030, 0.26910, 0.64170)
C (-5.60160, 0.53190, 1.53270)
C (-6.91160, 0.31540, 1.14610)
C (-7.19130, -0.15820, -0.12640)
C (-6.16180, -0.41360, -1.01910)
C (-4.85120, -0.20320, -0.63180)
H (-1.47740, -1.91780, 1.23930)
H (-1.21300, -3.65890, 3.02290)
H (-2.19680, -3.28680, 5.25000)
H (-3.39170, -1.19150, 5.74420)
H (-3.65150, 0.52560, 3.99770)
H (-3.80930, 2.93830, 0.01420)
H (-3.42240, 5.32770, 0.57510)
H (-2.14710, 5.91570, 2.58890)
H (-1.16420, 4.15320, 3.99470)
H (-1.45080, 1.76760, 3.38630)
H (-5.37930, 0.90970, 2.51890)
H (-7.71770, 0.51340, 1.83870)
H (-8.21560, -0.33220, -0.42160)
H (-6.38110, -0.77860, -2.01160)
H (-4.00900, -0.38440, -1.28590)